Computed, not measured: a molecular structure, C40H38CaIN3P2S3 at a distorted geometry, with the ωB97M-V functional and the def2-TZVPD basis.

Last column: Löwdin charge in e.
Element x y z (Å)
1 Ca 1.6892 -0.7168 -0.0271  0.870
2 C 3.2700 -4.5005 0.1971  -0.044
3 C 3.4842 -3.2301 0.9621  -0.309
4 C 4.2955 -2.2114 0.4738  -0.071
5 C 4.4973 -1.0415 1.2048  -0.322
6 C 5.3582 0.0668 0.6700  -0.041
7 C 3.8787 -0.9083 2.4409  -0.080
8 C 3.0273 -1.8942 2.9290  -0.285
9 C 2.2884 -1.6864 4.2158  -0.039
10 C 2.8515 -3.0543 2.1880  -0.047
11 H 2.2109 -4.7527 0.1971  0.069
12 H 3.8138 -5.3177 0.6713  0.086
13 H 3.6121 -4.4061 -0.8311  0.071
14 H 4.8048 -2.3416 -0.4757  0.114
15 H 6.3926 -0.0696 0.9883  0.086
16 H 5.0085 1.0264 1.0481  0.078
17 H 5.3336 0.0873 -0.4201  0.073
18 H 4.0363 -0.0084 3.0218  0.116
19 H 2.9038 -1.9757 5.0683  0.086
20 H 1.3793 -2.2841 4.2295  0.081
21 H 2.0213 -0.6366 4.3236  0.062
22 H 2.1985 -3.8333 2.5594  0.124
23 S -0.1495 -2.5863 0.4728  0.256
24 P -1.2577 -1.0031 -0.1196  0.384
25 C -0.4120 0.3884 -0.7020  -0.592
26 P -0.0539 1.4861 0.5722  0.383
27 S 1.4690 1.2333 1.8489  0.307
28 C -1.4885 2.0336 1.5442  -0.344
29 C -1.4636 2.0197 2.9316  -0.122
30 C -2.5952 2.3736 3.6416  -0.089
31 C -3.7479 2.7415 2.9690  -0.085
32 C -3.7787 2.7402 1.5816  -0.074
33 C -2.6551 2.3734 0.8674  -0.082
34 C 0.3623 3.0954 -0.2966  -0.437
35 C -0.4769 3.4577 -1.5441  -0.280
36 C -1.3579 4.6511 -1.4348  -0.058
37 C -1.2194 5.5272 -0.4389  -0.087
38 C -0.2759 5.3015 0.6340  -0.072
39 C 0.4409 4.1794 0.7172  -0.094
40 C -2.5817 -0.9165 1.1439  -0.337
41 C -2.2081 -0.9699 2.4826  -0.123
42 C -3.1675 -0.9008 3.4728  -0.086
43 C -4.5044 -0.7819 3.1313  -0.089
44 C -4.8799 -0.7383 1.7996  -0.085
45 C -3.9233 -0.7969 0.8027  -0.080
46 C -2.1560 -1.6104 -1.5886  -0.375
47 C -2.6974 -2.8912 -1.5875  -0.116
48 C -3.3673 -3.3631 -2.7001  -0.088
49 C -3.5026 -2.5593 -3.8221  -0.120
50 C -2.9599 -1.2842 -3.8286  -0.105
51 C -2.2827 -0.8123 -2.7179  -0.092
52 H -0.5585 1.7303 3.4495  0.059
53 H -2.5773 2.3635 4.7233  0.105
54 H -4.6290 3.0308 3.5256  0.102
55 H -4.6845 3.0238 1.0612  0.106
56 H -2.6791 2.3344 -0.2141  0.107
57 H -1.0174 2.5809 -1.9223  0.109
58 H -2.0726 4.8015 -2.2310  0.108
59 H -1.8372 6.4112 -0.3825  0.099
60 H -0.1877 6.0612 1.3958  0.101
61 H 1.1182 4.0011 1.5415  0.085
62 H -1.1587 -1.0873 2.7361  0.086
63 H -2.8788 -0.9353 4.5132  0.107
64 H -5.2559 -0.7210 3.9048  0.101
65 H -5.9247 -0.6552 1.5362  0.102
66 H -4.2134 -0.7678 -0.2397  0.108
67 H -2.5764 -3.5126 -0.7090  0.087
68 H -3.7867 -4.3589 -2.6903  0.102
69 H -4.0295 -2.9306 -4.6894  0.099
70 H -3.0692 -0.6520 -4.6991  0.101
71 H -1.8468 0.1799 -2.7092  0.080
72 I -0.0511 -3.4315 -5.6136  0.880
73 C 1.4215 -2.6856 -4.3467  -0.735
74 C 2.6898 -2.2808 -4.6985  -0.146
75 N 3.2728 -1.8534 -3.5608  -0.027
76 N 2.4549 -1.9637 -2.5091  -0.004
77 C 1.3271 -2.4700 -2.9657  -0.202
78 H 3.1801 -2.2785 -5.6495  0.115
79 H 4.2124 -1.5024 -3.4440  0.160
80 H 0.5047 -2.6758 -2.3063  0.064
81 S 1.0748 2.6419 -3.7951  0.962
82 C 0.8253 3.6806 -2.3278  -0.432
83 C 1.6414 3.0422 -1.1755  -0.299
84 N 2.1316 1.7572 -1.5746  -0.016
85 C 1.9251 1.4976 -2.7921  -0.493
86 H 1.0401 4.7205 -2.5668  0.117
87 H 2.4898 3.6193 -0.7829  0.155
88 H 2.2604 0.5855 -3.2582  0.050

Cartesian forces (eV/Å) of the 3 atoms listed first:
1.1 -0.2 -0.4
0.0 0.0 0.0
0.0 -0.1 0.0

Results
Energy relative to the best compared isomer or geometry (same formula, charge and spin) ... 187.7 kJ/mol
E_HOMO ... -7.09 eV

***

Computed, not measured: C2H4N2OS2 in the gas phase at a distorted geometry, with the ωB97M-V functional and the def2-TZVPD basis.

Last column: Löwdin charge in e.
Element x y z (Å)
1 N 2.1389 0.4826 -0.6854  -0.039
2 N 0.8610 -0.0442 -0.9127  -0.142
3 C -0.1839 0.3085 -0.0939  -0.724
4 S 0.1707 1.1178 1.3072  0.679
5 C -1.4625 -0.5536 -0.1577  -0.736
6 O -1.9090 -1.0527 -1.2328  -0.053
7 S -2.7228 -0.4507 1.1106  0.771
8 H 1.9610 1.4299 -0.0081  0.084
9 H 2.3657 -0.3394 0.0468  0.137
10 H 0.6244 -0.6391 -1.6336  0.111
11 H -1.8436 -0.2592 2.2597  -0.088

Cartesian forces (eV/Å) of the 3 atoms listed first:
0.1 -0.8 3.3
-3.3 2.9 2.2
2.1 -2.2 1.2

Results
Energy relative to the best compared isomer or geometry (same formula, charge and spin) ... 275.7 kJ/mol
SMILES ... NNC(=S)C(=O)S
E_HOMO ... -9.10 eV

***

Computed, not measured: 2 unconnected molecules or ions with the total composition C4H11N2O at a distorted geometry, with the ωB97M-V functional and the def2-TZVPD basis.

Last column: Löwdin charge in e.
Element x y z (Å)
1 C -0.1752 0.0447 -0.7003  -0.352
2 C -0.2987 1.4399 -0.2313  -0.210
3 C -0.7757 1.3725 1.2376  -0.429
4 N -1.8380 0.4856 1.6322  -0.118
5 N 1.0358 -0.3697 -1.4043  -0.052
6 C 1.5009 -1.9035 -0.6275  -0.476
7 O 1.9328 -1.7448 0.5737  -0.254
8 H -0.3542 -0.8500 0.1204  0.031
9 H -0.9097 -0.1701 -1.4831  0.111
10 H -1.0911 1.8779 -0.8612  0.106
11 H 0.6696 1.9823 -0.2158  0.113
12 H 0.1015 1.0515 1.8580  0.104
13 H -1.1328 2.3840 1.4564  0.082
14 H -2.3134 -0.0374 0.8978  -0.063
15 H -0.8701 -1.0378 0.8420  0.227
16 H 1.8069 0.1780 -1.0202  0.047
17 H 0.5037 -2.3687 -0.6908  0.061
18 H 2.2077 -2.3342 -1.3835  0.072

Cartesian forces (eV/Å) of the 3 atoms listed first:
2.3 -0.8 -4.3
-0.5 -0.5 1.1
-0.2 -0.2 0.3

Results
Energy relative to the best compared isomer or geometry (same formula, charge and spin) ... 597.9 kJ/mol
E_HOMO ... -3.12 eV
Total charge ... -1

***

- The lowest E_HOMO belongs to which entry?
  C2H4N2OS2

***

- The highest E_HOMO belongs to which entry?
  C4H11N2O

***

- Among the records above, which one has the highest energy relative to the best compared isomer or geometry (same formula, charge and spin)?
  C4H11N2O